(1)
{"formula": "C5H23N2O6", "method": "ωB97M-V with the def2-TZVPD basis set", "species": ["C", "O", "C", "C", "C", "C", "N", "N", "H", "H", "H", "H", "H", "H", "H", "H", "H", "H", "H", "H", "H", "H", "H", "O", "H", "H", "O", "H", "H", "O", "H", "H", "O", "H", "H", "O"], "xyz": [[0.86870, 1.42240, 1.07726], [-0.02921, 1.10451, 2.16720], [0.04829, 1.23609, -0.20475], [0.86574, 0.96492, -1.46615], [1.95097, -0.05874, -1.41999], [3.24885, 0.14732, -1.19799], [1.42849, -1.34159, -1.45222], [-0.82375, -0.00438, -0.02619], [1.75434, 0.80840, 1.11135], [1.11506, 2.46864, 1.25669], [0.47500, 0.64829, 2.85017], [-0.61840, 2.06975, -0.35748], [1.32960, 1.91442, -1.72218], [0.16211, 0.72282, -2.26621], [3.75445, 1.09219, -1.34417], [3.96452, -0.56286, -0.81505], [0.53104, -1.53995, -1.87677], [2.06606, -2.09334, -1.68079], [-1.40788, -0.26863, -0.84912], [-1.57843, 0.20098, 0.63744], [-0.13732, -0.73538, 0.19967], [-3.13567, 2.10267, -1.00691], [-2.91226, 1.82882, -2.55756], [-2.48321, 2.02020, -1.72094], [-1.98791, 1.01876, 2.13398], [-2.60224, 2.44550, 2.10447], [-2.70433, 1.55635, 1.75013], [0.44179, -2.13169, 3.04171], [-0.04826, -1.27611, 4.16418], [0.52412, -1.22708, 3.38164], [-1.95368, -2.36666, -1.51792], [-2.43192, -1.45439, -2.66969], [-1.70578, -1.55374, -2.02693], [1.36130, -2.94299, 1.15898], [0.22525, -3.44509, 0.24037], [0.44457, -2.77042, 0.90376]], "mulliken_charge": [-0.8783, -0.3233, 0.2009, -1.2019, 0.2516, -1.0865, -0.6906, -0.9031, 0.4538, 0.2946, 0.2623, 0.4552, 0.3978, 0.4973, 0.2946, 0.3263, 0.2828, 0.3065, 0.2855, 0.5727, 0.2772, 0.2885, 0.2984, -0.6049, 0.3201, 0.3189, -0.6111, 0.2704, 0.3207, -0.7591, 0.0133, -0.0347, 0.1492, 0.3077, 0.1514, -0.5044], "charge": 0, "e_homo_ev": [-2.83, -8.29], "s_squared": 0.75, "e_above_lowest_kcal_mol": 0.0, "gap_ev": [3.142, 8.460], "energy_ha": -765.11940, "multiplicity": 2}

(2)
{"formula": "C4H2CrO", "method": "ωB97M-V with the def2-TZVPD basis set", "species": ["C", "C", "H", "O", "C", "C", "H", "Cr"], "xyz": [[1.71568, -0.50474, -0.65009], [0.90072, -0.10875, 0.18184], [2.50061, 0.28560, -0.05563], [-1.48044, -1.61867, 1.07775], [-1.51577, -0.75042, 0.26089], [-0.50062, 0.17539, -0.22412], [-0.69939, 0.50100, -1.25628], [-0.92079, 2.02059, 0.66565]], "mulliken_charge": [-0.1589, -0.0675, 0.3917, -0.0268, 0.7861, -0.8070, 0.6119, 1.2705], "charge": 2, "e_homo_ev": [-19.94, -20.05], "s_squared": 6.16, "e_above_lowest_kcal_mol": 112.8, "gap_ev": [6.598, 7.708], "energy_ha": -1272.24706, "multiplicity": 5}

(3)
{"formula": "C5H11OSSi", "method": "ωB97M-V with the def2-TZVPD basis set", "species": ["C", "C", "C", "C", "C", "O", "Si", "S", "H", "H", "H", "H", "H", "H", "H", "H", "H", "H", "H"], "xyz": [[4.99045, -0.70073, 0.44808], [-0.92871, -1.64773, 0.12055], [-1.44294, 1.33370, 1.47766], [-2.01567, 0.28133, -1.57360], [1.00132, 0.68646, -0.14218], [4.65709, -1.82837, 0.50336], [-0.71827, 0.29623, -0.03223], [5.21512, 0.73473, -0.14097], [-1.56981, -2.16933, 0.77772], [-0.93893, -2.15944, -0.84428], [-0.04566, -2.02539, 0.61593], [-2.52569, 0.97036, 1.82884], [-0.61728, 1.29637, 2.19880], [-1.50929, 2.33515, 1.05596], [-1.85563, -0.73821, -2.02332], [-3.06132, 0.38952, -1.25195], [-1.71690, 1.06201, -2.27422], [1.56475, 0.38281, -0.99759], [1.51736, 1.50055, 0.25342]], "mulliken_charge": [-1.1690, -1.3190, -0.8994, -1.0329, -0.9071, 0.3692, 0.4721, -0.1422, 0.4249, 0.3228, 0.3984, 0.2307, 0.2970, 0.2701, 0.2607, 0.2610, 0.3472, 0.3824, 0.4332], "charge": -1, "e_homo_ev": [0.17, -4.56], "s_squared": 2.01, "gap_ev": [2.963, 6.396], "energy_ha": -959.94090, "multiplicity": 3}

(4)
{"formula": "C37H39Cl2N8O7S3Ta", "method": "ωB97M-V with the def2-TZVPD basis set", "species": ["Ta", "S", "C", "N", "N", "C", "C", "C", "C", "C", "C", "N", "N", "C", "C", "C", "C", "C", "C", "H", "H", "H", "H", "H", "H", "H", "H", "H", "H", "H", "O", "C", "O", "C", "C", "N", "N", "C", "C", "O", "O", "H", "H", "H", "Cl", "C", "C", "C", "C", "C", "Cl", "C", "S", "H", "H", "H", "C", "C", "C", "S", "O", "C", "C", "C", "H", "H", "H", "H", "H", "H", "H", "H", "H", "H", "H", "H", "H", "H", "O", "C", "N", "C", "O", "C", "C", "C", "C", "N", "C", "H", "H", "H", "H", "H", "H", "H", "H"], "xyz": [[0.07261, 0.40029, -0.34786], [2.02872, -1.00252, -0.37854], [2.52076, -0.58568, -2.03039], [3.76773, -0.73124, -2.48422], [4.68795, -1.09151, -1.71019], [6.03725, -1.26919, -2.14020], [6.44369, -0.88355, -3.40851], [7.76298, -1.08870, -3.76897], [8.65614, -1.66901, -2.87520], [8.23289, -2.04099, -1.60800], [6.91525, -1.83802, -1.23259], [1.64491, -0.17619, -2.93910], [0.46890, 0.09770, -2.57761], [-0.38639, 0.48084, -3.67525], [-1.72625, 0.69930, -3.42057], [-2.59260, 1.05016, -4.44589], [-2.10985, 1.19466, -5.73522], [-0.75420, 1.00034, -5.98384], [0.11090, 0.64616, -4.96343], [4.48379, -1.26532, -0.72664], [5.73545, -0.42860, -4.08783], [8.10047, -0.79106, -4.75286], [9.68591, -1.82913, -3.16744], [8.92663, -2.49338, -0.91217], [6.57061, -2.13131, -0.24488], [-2.09990, 0.60239, -2.42055], [-3.64375, 1.21421, -4.23350], [-2.78086, 1.46301, -6.54121], [-0.36527, 1.13056, -6.98561], [1.16388, 0.50017, -5.15709], [-1.99151, -4.11635, 3.50286], [-2.10199, -4.64869, 2.28955], [-2.54395, -5.74509, 2.10245], [-1.63505, -3.83534, 1.12033], [-1.62488, -4.35658, -0.15015], [-1.16690, -3.39449, -0.96933], [-0.88023, -2.26756, -0.33443], [-1.16355, -2.52028, 0.94128], [-1.01476, -1.40884, 1.88424], [-1.13062, -1.48016, 3.07148], [-0.71233, -0.23406, 1.26876], [-1.65593, -3.20344, 3.47242], [-1.92188, -5.33968, -0.48342], [-1.10746, -3.43942, -1.97699], [-1.65295, 2.34145, -0.61346], [-0.86721, 3.84457, -1.04018], [-1.66249, 4.95321, -1.24502], [-1.03159, 6.13661, -1.57786], [0.35189, 6.18257, -1.68962], [1.11477, 5.04916, -1.47067], [2.82963, 5.14325, -1.60944], [0.50892, 3.82879, -1.14559], [1.47616, 2.39242, -0.92112], [-2.73965, 4.89469, -1.14723], [-1.61847, 7.02980, -1.74597], [0.85089, 7.10584, -1.95437], [4.40596, 3.29474, 3.77338], [3.05120, 2.79897, 3.26731], [2.89762, 1.30908, 3.54411], [1.38828, 0.58956, 2.89011], [1.32355, 1.21256, 1.47115], [0.14582, 1.46008, 3.90278], [-0.62057, 2.52882, 3.13051], [-1.49383, 3.34846, 4.08005], [4.51138, 4.36442, 3.59326], [5.22730, 2.78543, 3.26461], [4.51663, 3.12546, 4.84654], [2.95763, 2.97677, 2.19662], [2.25140, 3.35434, 3.76420], [2.88050, 1.08089, 4.61392], [3.70219, 0.72787, 3.08749], [0.67432, 1.88775, 4.75684], [-0.51724, 0.67226, 4.26094], [-1.24714, 2.04587, 2.37606], [0.07418, 3.17836, 2.59721], [-2.18479, 2.71289, 4.63910], [-2.08307, 4.07777, 3.52201], [-0.88365, 3.89635, 4.80197], [-2.84728, -3.30516, -3.46246], [-3.65302, -2.40042, -4.21399], [-5.00262, -2.28723, -3.74070], [-5.55197, -1.84094, -2.55981], [-6.74414, -1.95310, -2.38425], [-4.74650, -1.13846, -1.47940], [-5.50213, -0.59192, -0.44438], [-4.87428, 0.09626, 0.57524], [-3.50182, 0.25064, 0.52015], [-2.75570, -0.26334, -0.46497], [-3.37492, -0.96802, -1.42612], [-3.23959, -4.18448, -3.52976], [-3.72092, -2.72177, -5.25057], [-3.13159, -1.44777, -4.19574], [-5.71755, -2.69830, -4.32257], [-6.57618, -0.72063, -0.46898], [-5.43604, 0.51507, 1.39974], [-2.97743, 0.78195, 1.30706], [-2.72193, -1.41854, -2.15493]], "mulliken_charge": [-0.3274, -0.6340, 0.2200, -0.4616, 0.4752, 0.7994, -0.3113, -0.5697, -0.5228, -0.5972, -0.5007, -0.7005, 1.3262, 0.5032, 0.7216, -0.9547, -0.6637, -0.7648, -0.7370, 0.2519, 0.4233, 0.3884, 0.4001, 0.3832, 0.3338, -0.2808, 0.4903, 0.4787, 0.4361, 0.5224, -0.5171, 0.4250, -0.5423, -0.0524, -0.6012, -0.3378, 0.4884, -0.6072, 1.0049, -0.8030, 2.0375, 0.3939, 0.5734, 0.2184, 0.1147, 0.2117, -0.7133, -0.5525, -0.6889, 0.1473, -0.1868, 0.2180, -0.0562, 0.5258, 0.4316, 0.4605, -1.4758, 0.2904, -0.9400, 0.3877, -0.5394, -1.2521, 1.2222, -1.6501, 0.4004, 0.3496, 0.3631, 0.0781, 0.1060, 0.5679, 0.5151, 0.6781, 0.5575, -0.7108, 0.1648, 0.3913, 0.3908, 0.4102, -0.4737, -0.3162, -0.0969, 0.1340, -0.6479, -0.0193, -0.7675, -1.4292, 0.2376, 0.4007, -0.5881, 0.3127, 0.4939, 0.0475, 0.2788, 0.5469, 0.5633, 0.1488, 1.1493], "charge": 2, "e_homo_ev": -12.84, "e_above_lowest_kcal_mol": 75.9, "gap_ev": 5.713, "energy_ha": -4569.58815}